This record from the OMol25 dataset describes a cluster of 2 separate species, C4H9N in total at a distorted geometry. The level of theory is the ωB97M-V functional and the def2-TZVPD basis.

Values from the calculation:
E_LUMO (spin up / spin down) = 3.18 / 3.18 eV
Molar mass = 71.12 g mol⁻¹
Net charge = -1
Highest occupied orbital energy (spin up / spin down) = 0.9 / -2.1 eV
Orbital gap (spin up / spin down) = 2.3052 / 5.2830 eV
Expectation value of S² = 0.754
2S+1 = 2
Energy above the lowest of the compared OMol25 structures with the same formula, charge and spin = 286.4 kJ/mol

Geometry as XYZ:
```
14
Properties=species:S:1:pos:R:3:nbo_charge:R:1
C 0.318 -4.259 -1.691 -0.5324
N -0.657 -4.094 -0.777 -0.9357
H 0.903 -5.203 -1.783 0.1082
H -0.149 -3.839 -2.615 0.0851
H -1.205 -3.252 -0.889 0.2791
C -0.446 1.976 -0.075 -0.6540
C -0.178 2.749 1.241 -0.1526
C 0.971 2.483 1.889 -0.4312
H 0.027 1.050 -0.017 0.2272
H -1.567 1.694 -0.162 0.2205
H -0.047 2.666 -0.864 0.2120
H -0.734 3.555 1.465 0.1791
H 0.947 2.489 2.971 0.2004
H 1.817 1.985 1.307 0.1941
```

***

This record from the OMol25 dataset describes the ion C4H9N with charge -1 at a distorted geometry. The level of theory is the ωB97M-V functional and the def2-TZVPD basis.

Values from the calculation:
E_LUMO (spin up / spin down) = 4.41 / 4.56 eV
Molar mass = 71.12 g mol⁻¹
Net charge = -1
Highest occupied orbital energy (spin up / spin down) = 1.5 / -4.1 eV
Orbital gap (spin up / spin down) = 2.9552 / 8.6559 eV
Expectation value of S² = 0.750
2S+1 = 2
Energy above the lowest of the compared OMol25 structures with the same formula, charge and spin = 17.0 kJ/mol

Geometry as XYZ:
```
14
Properties=species:S:1:pos:R:3:nbo_charge:R:1
C 1.110 0.960 0.432 -0.8386
C -0.223 0.377 0.029 -0.2340
C -0.351 -0.942 -0.147 -0.2912
N 0.691 -1.918 -0.150 -0.9076
C -1.306 1.369 -0.093 -0.7241
H 1.493 1.812 -0.131 0.1923
H 1.093 1.297 1.479 0.1950
H 1.961 0.269 0.369 0.1905
H -1.327 -1.403 -0.239 0.1691
H 0.454 -2.639 -0.830 0.3145
H 1.557 -1.500 -0.436 0.3440
H -1.503 2.049 0.744 0.1935
H -1.107 1.987 -0.985 0.1971
H -2.290 0.910 -0.229 0.1995
```

***

Number 2 is which compound? C4H9N

***

Number 2 is which compound? C4H9N